{
  "formula": "C3H5ClFN",
  "method": "wB97M-V/def2-TZVPD",
  "symbols": ["C", "C", "C", "H", "H", "H", "H", "H", "N", "F", "Cl"],
  "coordinates": [[-0.5697, 0.6872, 0.4811], [-0.7014, -0.8125, 0.5470], [0.3449, -0.2647, -0.3793], [-3.0764, 0.6380, 0.5499], [-1.4539, 1.6502, -1.2681], [0.0796, 0.9323, 1.3454], [-0.3269, -1.4876, 1.4089], [0.0391, -0.7225, -1.3646], [-1.6744, 1.4748, -0.1469], [-1.7040, -1.1493, -0.3142], [2.1972, 0.0794, -0.0416]],
  "nbo_charge": [-0.12, 0.14, -0.22, 0.31, 0.40, 0.23, 0.21, 0.26, -0.77, -0.33, -0.09],
  "gap_ev": 8.30,
  "homo_ev": -9.34,
  "charge": 0,
  "e_tot_ev": -19915.1752
}


{
  "formula": "C21H49InNO8P2",
  "method": "wB97M-V/def2-TZVPD",
  "symbols": ["C", "C", "In", "C", "C", "C", "N", "C", "C", "C", "C", "C", "C", "C", "C", "C", "C", "H", "H", "H", "H", "H", "H", "H", "H", "H", "H", "H", "H", "H", "H", "H", "H", "H", "H", "H", "H", "H", "H", "H", "H", "H", "H", "H", "H", "H", "H", "H", "C", "O", "P", "O", "O", "C", "O", "C", "H", "H", "H", "H", "H", "H", "H", "H", "H", "C", "O", "P", "O", "O", "C", "O", "C", "H", "H", "H", "H", "H", "H", "H", "H", "H"],
  "coordinates": [[6.1852, 2.0875, 5.1641], [5.9794, 1.2276, 4.3125], [5.2617, -0.0281, 2.5407], [6.9842, -0.6392, 1.2329], [7.9395, 0.6295, 0.9877], [7.5199, 1.4705, -0.2882], [8.4775, 2.6191, -0.4140], [4.0273, -1.7274, 3.3420], [4.1816, -3.0958, 2.5549], [3.0866, -3.2754, 1.4292], [1.5976, -3.3963, 1.9856], [0.6670, -2.5221, 1.0469], [-0.7782, -2.2397, 1.6417], [-1.0576, -0.7022, 1.9578], [-2.2024, -0.0539, 1.0382], [-3.2535, 0.6304, 2.0019], [-4.1207, 1.7672, 1.3276], [6.0981, 2.9742, 5.8306], [4.1674, 1.0012, 1.5224], [6.5607, -0.8861, 0.2081], [7.5776, -1.5197, 1.5997], [7.9370, 1.3338, 1.8730], [9.0164, 0.3108, 0.8240], [7.5414, 0.8667, -1.2372], [6.5014, 1.9345, -0.1984], [9.4390, 2.3023, -0.2615], [8.2967, 3.2692, 0.3627], [2.9385, -1.4194, 3.2316], [4.1753, -1.8989, 4.4464], [5.2017, -3.2618, 2.1128], [4.0202, -3.9486, 3.2935], [3.3237, -4.1946, 0.8199], [3.1315, -2.3420, 0.7884], [1.2799, -4.4837, 1.9353], [1.5200, -3.1118, 3.0749], [0.5371, -3.0471, 0.0624], [1.1577, -1.5281, 0.8663], [-1.6057, -2.6577, 1.0085], [-0.8308, -2.7778, 2.6380], [-0.0999, -0.1281, 1.8558], [-1.4119, -0.6301, 3.0302], [-1.6700, 0.7142, 0.3990], [-2.6589, -0.8015, 0.3295], [-2.6650, 1.1169, 2.8321], [-3.9482, -0.1718, 2.3696], [-4.9499, 2.0177, 2.0595], [-4.6244, 1.4595, 0.3740], [-3.5583, 2.7289, 1.1757], [1.4357, -5.5151, -2.8260], [1.2426, -4.8003, -4.0461], [0.3528, -3.4744, -4.0069], [-0.3930, -3.2481, -2.7591], [-0.5497, -3.6285, -5.3178], [-1.4108, -4.7590, -5.3708], [1.4054, -2.3492, -4.3993], [1.0188, -1.3416, -5.3296], [0.5490, -6.1122, -2.6086], [2.2882, -6.1817, -2.9521], [1.6398, -4.8364, -1.9971], [-1.9278, -4.9050, -4.4196], [-0.8275, -5.6493, -5.6142], [-2.1493, -4.5952, -6.1544], [0.0378, -0.9342, -5.0814], [1.0031, -1.7591, -6.3387], [1.7551, -0.5404, -5.2990], [-8.1576, 6.0203, 1.9809], [-8.3413, 5.8554, 0.5768], [-7.4429, 4.7690, -0.1770], [-6.3352, 4.2134, 0.6081], [-7.0133, 5.5409, -1.5074], [-6.2498, 6.7305, -1.3387], [-8.5289, 3.7215, -0.6832], [-8.4235, 3.2131, -2.0108], [-7.2679, 6.6240, 2.1644], [-9.0268, 6.5423, 2.3802], [-8.0639, 5.0574, 2.4840], [-5.4602, 6.5895, -0.5972], [-6.9082, 7.5437, -1.0269], [-5.7967, 6.9892, -2.2944], [-7.4013, 2.9038, -2.2323], [-8.7430, 3.9763, -2.7234], [-9.0843, 2.3532, -2.1067]],
  "mulliken_charge": [-0.39, -0.55, 0.83, -1.06, -0.45, -0.34, -0.72, -0.85, -0.65, -0.53, -0.74, -0.08, -0.77, -0.58, -0.57, -0.41, -1.04, 0.31, -0.37, 0.25, 0.35, 0.23, 0.26, 0.29, 0.22, 0.26, 0.26, 0.05, 0.37, 0.27, 0.29, 0.35, 0.21, 0.32, 0.51, -0.33, 0.45, 0.40, 0.34, 0.31, 0.33, 0.29, 0.34, 0.32, 0.22, 0.27, 0.27, 0.28, -0.51, -0.31, 0.92, -0.55, -0.33, -0.67, -0.30, -0.65, 0.28, 0.24, 0.20, 0.31, 0.26, 0.25, 0.33, 0.26, 0.24, -0.64, -0.35, 0.88, -0.45, -0.30, -0.67, -0.34, -0.62, 0.28, 0.23, 0.31, 0.31, 0.26, 0.26, 0.32, 0.26, 0.24],
  "gap_ev": 6.43,
  "homo_ev": -4.57,
  "charge": -1,
  "e_tot_ev": -64194.0111
}


{
  "formula": "C4H7N2O",
  "method": "wB97M-V/def2-TZVPD",
  "symbols": ["C", "C", "C", "C", "N", "N", "O", "H", "H", "H", "H", "H", "H", "H"],
  "coordinates": [[0.6880, 2.3570, 0.6508], [-0.5716, 1.5661, 0.4039], [-0.1965, 0.3619, -0.1008], [0.2050, -1.7373, -1.0854], [1.3698, 0.4832, -0.2822], [-0.6367, -0.7657, -0.5559], [1.7346, 1.6291, 0.1786], [0.7146, 3.3839, -0.0228], [1.0620, 2.6404, 1.7592], [-1.4806, 2.0346, 0.5753], [1.0201, -1.3268, -1.5662], [-0.3649, -2.4693, -1.6231], [0.7597, -2.3281, -0.1994], [-1.5946, -1.0726, -0.5460]],
  "nbo_charge": [-0.18, -0.16, 0.31, -0.42, 0.11, -0.53, -0.16, 0.31, 0.32, 0.27, 0.23, 0.24, 0.21, 0.44],
  "gap_ev": [7.60, 6.74],
  "homo_ev": [-13.93, -13.78],
  "charge": 1,
  "e_tot_ev": -9277.1892
}


{
  "formula": "C2H7N4S",
  "method": "wB97M-V/def2-TZVPD",
  "symbols": ["C", "C", "N", "N", "N", "N", "S", "H", "H", "H", "H", "H", "H", "H"],
  "coordinates": [[0.4100, -1.2272, -0.3515], [0.3660, 0.3755, -2.2762], [0.5812, -0.4933, -1.4270], [-0.2100, -0.6090, 0.6337], [-0.5571, -1.2709, 1.8360], [-0.3871, 0.7359, 0.2835], [0.0113, 1.9653, 1.5416], [0.7712, -2.2360, -0.2091], [1.0839, 1.1386, -2.4728], [-0.3565, 0.2230, -3.2074], [-1.5323, -0.9839, 2.0202], [0.0204, -0.9398, 2.6506], [-1.3681, 0.9819, -0.1005], [1.1671, 2.3400, 1.0789]],
  "nbo_charge": [0.35, 0.14, -0.35, -0.09, -0.61, -0.62, 0.20, 0.27, 0.21, 0.22, 0.38, 0.39, 0.40, 0.12],
  "gap_ev": 9.46,
  "smiles": "C=N/C=[N+](/N)NS",
  "homo_ev": -13.91,
  "charge": 1,
  "e_tot_ev": -18972.0481
}


{
  "formula": "C9H11F6O6V",
  "method": "wB97M-V/def2-TZVPD",
  "symbols": ["V", "O", "C", "O", "C", "O", "C", "C", "O", "O", "H", "H", "H", "H", "H", "C", "C", "O", "C", "F", "F", "F", "C", "F", "F", "F", "H", "H", "H", "C", "H", "H", "H"],
  "coordinates": [[-0.1147, 0.0669, 0.0715], [-0.7407, 3.9072, -0.6040], [-0.9506, 2.8228, 0.0077], [-0.5414, 1.6853, -0.3821], [-1.7544, 2.9277, 1.2871], [-1.9386, 1.6676, 1.8674], [-1.3017, 1.3706, 3.0982], [0.0856, 0.7110, 2.9072], [0.9536, 0.7276, 3.6968], [0.1787, 0.1450, 1.6494], [-0.2540, 3.8849, -1.4511], [-2.7352, 3.3372, 1.0187], [-1.2772, 3.6563, 1.9520], [-1.9333, 0.6555, 3.6266], [-1.1581, 2.2435, 3.7364], [1.7281, -3.3048, -1.2414], [1.3870, -1.8349, -1.3652], [0.5548, -1.3081, -0.3616], [2.6817, -0.9471, -1.2201], [3.6511, -1.3143, -2.0072], [2.3651, 0.3606, -1.4627], [3.0761, -0.9889, 0.0560], [0.5953, -1.5000, -2.6603], [-0.4813, -2.2769, -2.7266], [0.0970, -0.2026, -2.5186], [1.2931, -1.5724, -3.7549], [2.1741, -3.4942, -0.2658], [2.4345, -3.5854, -2.0205], [0.8264, -3.9068, -1.3372], [-2.0086, -0.8663, 0.1120], [-2.7557, -0.1866, 0.5082], [-1.9360, -1.7667, 0.7185], [-2.2008, -1.1137, -0.9346]],
  "nbo_charge": [1.43, -0.53, 0.90, -0.61, -0.20, -0.51, -0.18, 0.75, -0.37, -0.47, 0.56, 0.28, 0.27, 0.27, 0.25, -0.65, 0.10, -0.39, 0.97, -0.25, -0.33, -0.30, 0.97, -0.29, -0.34, -0.25, 0.27, 0.28, 0.26, -0.63, 0.25, 0.26, 0.25],
  "gap_ev": 8.38,
  "homo_ev": -18.19,
  "charge": 2,
  "e_tot_ev": -63770.5853
}


Please write out number 4 again, unchanged.
{
  "formula": "C2H7N4S",
  "method": "wB97M-V/def2-TZVPD",
  "symbols": ["C", "C", "N", "N", "N", "N", "S", "H", "H", "H", "H", "H", "H", "H"],
  "coordinates": [[0.4100, -1.2272, -0.3515], [0.3660, 0.3755, -2.2762], [0.5812, -0.4933, -1.4270], [-0.2100, -0.6090, 0.6337], [-0.5571, -1.2709, 1.8360], [-0.3871, 0.7359, 0.2835], [0.0113, 1.9653, 1.5416], [0.7712, -2.2360, -0.2091], [1.0839, 1.1386, -2.4728], [-0.3565, 0.2230, -3.2074], [-1.5323, -0.9839, 2.0202], [0.0204, -0.9398, 2.6506], [-1.3681, 0.9819, -0.1005], [1.1671, 2.3400, 1.0789]],
  "nbo_charge": [0.35, 0.14, -0.35, -0.09, -0.61, -0.62, 0.20, 0.27, 0.21, 0.22, 0.38, 0.39, 0.40, 0.12],
  "gap_ev": 9.46,
  "smiles": "C=N/C=[N+](/N)NS",
  "homo_ev": -13.91,
  "charge": 1,
  "e_tot_ev": -18972.0481
}


What did the fourth record say?
{
  "formula": "C2H7N4S",
  "method": "wB97M-V/def2-TZVPD",
  "symbols": ["C", "C", "N", "N", "N", "N", "S", "H", "H", "H", "H", "H", "H", "H"],
  "coordinates": [[0.4100, -1.2272, -0.3515], [0.3660, 0.3755, -2.2762], [0.5812, -0.4933, -1.4270], [-0.2100, -0.6090, 0.6337], [-0.5571, -1.2709, 1.8360], [-0.3871, 0.7359, 0.2835], [0.0113, 1.9653, 1.5416], [0.7712, -2.2360, -0.2091], [1.0839, 1.1386, -2.4728], [-0.3565, 0.2230, -3.2074], [-1.5323, -0.9839, 2.0202], [0.0204, -0.9398, 2.6506], [-1.3681, 0.9819, -0.1005], [1.1671, 2.3400, 1.0789]],
  "nbo_charge": [0.35, 0.14, -0.35, -0.09, -0.61, -0.62, 0.20, 0.27, 0.21, 0.22, 0.38, 0.39, 0.40, 0.12],
  "gap_ev": 9.46,
  "smiles": "C=N/C=[N+](/N)NS",
  "homo_ev": -13.91,
  "charge": 1,
  "e_tot_ev": -18972.0481
}